11
Properties=species:S:1:pos:R:3:forces:R:3 method="wB97M-V/def2-TZVPD" molar_mass_da=172.5 total_energy_ha=-1050.612810 e_homo_ev="-9.829 / -9.828" lumo_energy_ev="-1.848 / -1.848"
C -0.005899 0.637002 0.655373 -1.2451 0.1435 1.0438
C 1.228187 0.125802 0.783387 1.3330 1.1883 0.2536
C -1.145253 0.318728 -0.203579 -0.0931 0.0224 -1.1831
C 1.768563 -0.752740 -0.163772 0.8515 -1.2045 0.0424
C -1.274535 -0.572027 -1.210951 2.7923 -1.3598 0.9506
F -0.315902 1.514677 1.620271 -0.1731 -0.3674 -0.9632
F 1.972259 0.763345 1.730421 0.0147 -0.7510 -0.0694
F -2.141812 1.174510 0.022946 -0.4721 0.1279 0.1804
F 2.991120 -1.144490 0.254860 -0.8825 0.4926 -0.4377
Cl -2.709178 -0.766406 -2.077148 -0.0513 0.0848 -0.1459
H -0.367550 -1.298401 -1.411808 -2.0744 1.6233 0.3286


143
Properties=species:S:1:pos:R:3:forces:R:3 method="wB97M-V/def2-TZVPD" molar_mass_da=1177.5 charge=-2 total_energy_ha=-6915.983191 e_homo_ev=-2.962 lumo_energy_ev=3.386
O -23.824474 -4.255853 2.802900 -1.3161 0.0490 -0.7739
C -25.200631 -4.033203 2.731587 0.2675 2.6927 1.1167
C -26.061264 -4.123788 1.451372 -1.1732 -1.7713 1.1943
O -27.415277 -4.449712 1.742150 0.6358 0.4528 -0.0604
H -25.481039 -2.929370 3.113489 0.5740 -1.3201 -0.4669
H -25.772197 -4.596838 3.452465 -0.2067 -0.9123 0.5640
H -25.665239 -4.890470 0.800326 0.7468 -0.5781 -0.4919
H -26.079952 -3.226190 0.910091 0.4305 1.7103 -1.0031
O -24.414444 -8.465658 5.489665 -0.4651 -0.1224 0.3747
S -23.470013 -7.416211 5.743241 -0.1225 1.4791 -0.9904
O -23.856974 -6.302350 6.611408 0.7482 -1.5975 -0.7604
O -22.132501 -8.129861 6.261110 -0.0617 -0.0391 0.8331
C -22.329898 -8.833271 7.512294 0.3934 0.7484 0.1940
C -21.044796 -9.546867 7.925743 -1.9834 -0.9398 -0.2435
C -22.836069 -6.830836 4.199297 1.7465 2.1634 1.4187
H -23.159591 -9.508660 7.403704 -0.3617 -0.4004 -0.1208
H -22.605606 -8.081756 8.299610 0.2970 -0.5632 -0.6564
H -20.767114 -10.439119 7.318107 -0.1623 0.9650 0.0613
H -21.397974 -9.953165 8.882006 0.9130 0.1152 0.2882
H -20.294317 -8.796769 7.981636 0.9939 0.1847 0.3592
H -21.733163 -6.557824 4.337513 -1.4326 -0.5234 0.0286
H -23.304190 -5.841592 3.961109 -0.2784 -0.6405 -0.2383
H -22.905835 -7.556285 3.433102 -0.3890 -0.7968 -0.6680
O -27.885451 -8.210567 0.848421 0.0384 0.0059 -0.8159
S -28.774519 -7.576641 1.775944 -1.4825 1.0013 1.0037
O -29.859358 -6.690915 1.287150 1.6461 -1.5423 0.3347
O -29.525566 -8.827607 2.561251 -0.5497 0.7342 -1.0111
C -30.630593 -9.376297 1.709499 0.6400 0.7240 1.8282
C -31.979250 -8.735871 2.071100 0.9709 0.4923 0.5943
C -27.877254 -6.723611 2.974482 -0.3364 -0.2708 0.2128
H -30.618431 -10.434963 1.980197 -0.0421 0.0713 -0.3607
H -30.322848 -9.198906 0.690033 -0.2697 -0.2440 -0.4259
H -31.949233 -7.633228 1.910807 -0.0591 -0.9141 -0.0870
H -32.221874 -8.900958 3.153599 0.1087 -0.1038 -1.0213
H -32.683020 -9.216069 1.405375 -0.6557 0.0595 0.0503
H -27.570650 -5.664754 2.443714 0.0572 0.2031 -0.4943
H -27.011233 -7.256244 3.341291 0.1039 -0.4231 -0.1238
H -28.541289 -6.475587 3.792579 -0.1308 -0.0682 0.1481
O -21.373609 -1.606633 -2.787980 -0.0979 -0.0707 -0.7170
S -21.788729 -2.478485 -1.745726 1.3807 0.9586 2.6867
O -20.857622 -3.423184 -1.179726 -0.2381 0.2006 -0.4237
O -22.302116 -1.491591 -0.593376 0.7986 -0.0551 -1.4956
C -22.615302 -2.019002 0.690869 -0.3789 -0.4424 0.7489
C -23.226831 -0.836427 1.403248 0.6441 0.4842 -0.1604
C -23.269835 -3.247281 -2.012128 -0.9198 -0.3813 -2.5322
H -21.692706 -2.448625 1.126096 -0.5794 0.5575 0.0816
H -23.373478 -2.822340 0.657452 0.3638 0.1526 -0.1543
H -22.436538 -0.075275 1.589395 -0.7127 -0.4257 0.1964
H -23.722551 -1.173528 2.292109 0.1027 -0.0480 0.8031
H -24.012487 -0.382877 0.783908 0.2740 -0.1375 -0.0879
H -23.586198 -3.707960 -1.107727 -0.3645 -0.3798 0.6299
H -23.106199 -3.982834 -2.815089 -0.2826 0.0937 0.3359
H -23.937183 -2.454094 -2.375557 -0.1173 -0.4566 0.2175
O -19.810314 -5.503043 3.867920 -0.0286 0.3175 -0.2583
S -19.915146 -4.619410 2.718663 2.2841 0.7405 2.3469
O -19.680730 -3.213427 2.952807 -0.8122 -0.3603 -0.0003
O -18.774290 -5.011316 1.696230 0.1503 -0.0756 -0.1178
C -17.674864 -5.822228 2.139936 -1.1610 -0.8425 -1.0950
C -17.348965 -6.612416 0.871228 0.3931 -0.4546 0.8511
C -21.286023 -4.952534 1.864701 -1.6948 -0.0214 -1.6908
H -18.061888 -6.474657 2.923253 0.2862 -0.0627 0.0263
H -16.877946 -5.222737 2.540927 0.3932 0.4478 -0.0369
H -16.433381 -7.170571 1.078631 0.1003 -0.1455 -0.2719
H -17.182450 -5.951970 0.009576 -0.2344 -0.2637 0.2715
H -18.163097 -7.349552 0.710032 0.4684 0.6210 -0.2302
H -22.227228 -4.542562 2.325803 0.2512 -0.3361 -0.1768
H -21.351076 -5.992162 1.566973 -0.0653 -0.4513 0.6662
H -21.121361 -4.494505 0.903911 -0.1050 0.6685 -0.4640
O -28.052215 0.325634 6.029998 -0.5281 -0.2720 -0.0698
S -26.730690 0.400943 5.498904 1.7222 3.7583 0.4171
O -26.043604 1.696261 5.446453 -1.1503 -1.5410 0.5446
O -25.790594 -0.501887 6.392129 -0.1619 -0.1762 -1.0102
C -26.008455 -1.923509 6.289013 -0.0970 -0.3576 -0.2934
C -25.418046 -2.511108 7.520428 -0.3288 0.2145 1.7209
C -26.641533 -0.157162 3.873924 1.5050 -2.7795 -1.6150
H -25.590556 -2.356236 5.378775 0.5651 0.3931 -0.1004
H -27.062510 -2.113136 6.177310 -0.6683 -0.0511 0.3800
H -24.391554 -2.148686 7.658887 -0.2138 -0.0560 -0.0058
H -25.402995 -3.595331 7.507880 -0.0193 -0.2231 -0.2077
H -26.023719 -2.201175 8.427062 0.7109 -0.2510 -0.9533
H -27.081383 0.497311 3.103875 0.0487 -0.0411 0.8779
H -27.064844 -1.185653 3.797438 -0.1406 0.7529 -0.0429
H -25.538883 -0.347778 3.633735 -1.3220 0.6575 0.4328
O -30.673581 -2.068335 2.810261 0.0850 0.4696 -0.3196
S -31.303200 -3.314789 3.115613 -0.5745 1.1633 -0.9883
O -32.273292 -3.362815 4.144799 -1.0834 -0.1519 0.7511
O -32.093211 -3.806345 1.787178 0.4059 -0.2816 1.7753
C -31.370971 -3.784744 0.557643 -1.7576 -1.2100 -0.8929
C -32.217298 -4.636952 -0.438884 1.2043 0.8674 -0.7466
C -30.055743 -4.430215 3.466476 -0.5221 -0.5393 -0.5575
H -30.434077 -4.310002 0.669269 0.5533 0.2266 0.0307
H -31.311728 -2.747670 0.274548 0.4927 0.2700 -0.4250
H -33.179475 -4.249333 -0.767982 -0.0563 0.5106 0.4403
H -32.392484 -5.635503 -0.073268 0.2456 -0.3404 0.2841
H -31.603620 -4.682098 -1.360739 -0.2406 -0.2575 0.3609
H -30.534182 -5.403314 3.537448 0.3050 -0.1204 0.3212
H -29.606514 -4.030914 4.366241 0.1514 -0.2312 0.2062
H -29.383485 -4.374204 2.632843 0.8705 -0.1759 -0.2781
O -22.032218 -1.212905 6.991320 -0.2081 -0.3820 -0.3996
S -22.255555 -1.358918 5.567550 0.1475 3.9648 0.3276
O -23.220457 -0.490912 4.924342 0.7350 -0.8234 0.4211
O -20.869454 -1.006941 4.859054 -0.9624 0.5527 0.2279
C -19.611384 -1.284387 5.481670 -0.5090 -1.4760 -0.3159
C -18.630373 -0.394598 4.799925 -0.1621 -0.9442 -1.2377
C -22.555911 -2.939801 5.165648 -1.1404 -1.5646 0.6942
H -19.493800 -2.373568 5.275406 0.7523 0.7230 0.1065
H -19.563111 -1.155628 6.556819 -0.7057 0.3056 0.2449
H -18.838394 0.653509 4.930080 -0.3365 0.3537 0.0622
H -18.642329 -0.673268 3.720583 0.3471 0.4256 0.7134
H -17.698339 -0.609506 5.267111 1.1719 -0.0770 -0.0051
H -21.727325 -3.472424 5.560107 1.1804 -0.8828 -0.3613
H -22.859336 -3.090873 4.120628 -0.0202 -0.3644 0.1032
H -23.312075 -3.239087 5.911527 -0.3338 0.0249 -0.7129
O -22.510329 -7.874756 0.679317 -1.0073 -0.9485 -0.2318
S -23.759525 -8.565592 0.341878 12.0221 -7.6744 -0.8729
O -23.723343 -9.360615 -0.882584 -0.3215 0.7793 0.7602
O -24.146160 -9.576753 1.538882 0.6171 -1.0574 -0.5749
C -23.438992 -10.916370 1.458626 0.3954 2.2469 0.8430
C -22.283729 -10.851198 2.487885 1.3693 -0.2501 -1.9588
C -24.896649 -7.632684 0.419974 -8.6138 6.5612 2.1259
H -23.115114 -11.015294 0.409463 0.1069 -0.1668 0.6462
H -24.161982 -11.658621 1.676597 -0.9268 -0.4913 0.2889
H -21.884455 -11.867140 2.734618 -0.3242 0.8057 -0.2458
H -22.353740 -10.249541 3.381861 -1.0686 -0.1097 0.3148
H -21.519693 -10.277746 1.915239 0.0736 -0.6239 0.4899
H -25.699349 -8.327857 0.380736 -1.7729 0.3125 -0.2288
H -24.867715 -6.892058 -0.323521 -0.1838 0.7822 -1.1366
H -24.869833 -7.120892 1.389067 -0.2581 -0.0276 -0.0804
O -29.272005 -3.788567 -2.861756 1.0560 -1.0303 0.0890
S -27.827735 -3.827919 -2.657907 -0.9042 -0.6776 -1.9304
O -26.940823 -4.151547 -3.773607 -0.9765 0.9010 1.1762
O -27.539198 -2.340353 -2.212947 1.1232 -0.2495 0.2092
C -28.466242 -1.825270 -1.229490 0.8211 0.9896 0.8831
C -27.701079 -0.848086 -0.302187 -1.7327 0.3850 -0.2059
C -27.318797 -4.990823 -1.387918 -1.0940 0.3800 -0.3274
H -28.850043 -2.656463 -0.659353 -0.1879 -0.1332 0.2884
H -29.268065 -1.313795 -1.741905 -0.2726 -0.1042 -0.2082
H -28.288570 -0.748270 0.638930 0.9141 -0.7025 -0.1734
H -27.743629 0.186498 -0.640961 0.1450 -0.0090 -0.6746
H -26.663942 -1.123964 -0.248517 0.2943 -0.3102 0.6957
H -26.268754 -4.776035 -1.294601 0.3526 0.1252 0.5103
H -27.394113 -5.963243 -1.911093 -0.3104 0.4618 0.4256
H -27.917882 -4.899581 -0.444381 0.7760 -0.1401 -0.5413


86
Properties=species:S:1:pos:R:3:forces:R:3 method="wB97M-V/def2-TZVPD" molar_mass_da=750.6 total_energy_ha=-3821.356566 e_homo_ev=-8.718 lumo_energy_ev=-0.945 smiles="CCC[C@@H](C)c1c2c(c(P(O)O)c(OC[C@H](C)O)c1/C(Cl)=C(/C)Cl)C(=O)c1c(ON=O)c(CC=O)c(O)c(S)c1C2=O.COCCOC"
C 4.042623 4.883915 -2.234648 -0.2338 0.1440 0.5119
C 2.991397 5.444793 -1.196708 -0.4124 -0.1504 -0.5229
C 1.565125 4.770682 -1.322737 -0.0250 0.3444 1.3849
C 1.554444 3.312057 -0.721724 -0.0390 -0.0681 0.6131
C 1.495272 3.319426 0.884808 0.8772 -0.2264 -0.2738
C 0.364773 2.427979 -1.197475 -1.5124 -1.2036 -1.2242
C 0.567884 1.055165 -1.669030 -1.1276 -0.0538 -0.0489
C -0.548497 0.179616 -2.084210 -0.2509 1.2540 0.5612
C -1.941308 0.643615 -2.078716 1.7049 1.0687 1.8424
P -3.335990 -0.500325 -2.639134 -0.6357 -0.7751 -1.7830
O -3.055365 -1.967880 -1.829927 -0.1515 2.4392 0.7518
O -4.814768 0.045272 -2.016556 2.0240 -0.9654 1.0852
C -2.157882 2.023378 -1.608500 1.8803 -0.9893 0.1532
O -3.453450 2.515869 -1.552485 1.1206 0.0276 -0.7063
C -3.851070 2.901016 -2.889512 -0.1720 1.0354 -0.9343
C -4.965038 4.024510 -2.884825 -0.6566 -1.0165 0.1031
C -5.984101 3.901536 -1.689960 0.3087 0.8937 -0.0727
O -5.703662 3.868586 -4.122524 0.4134 0.0974 0.3604
C -1.047673 2.884367 -1.175299 0.0454 -0.5249 -1.0242
C -1.480815 4.287239 -0.667073 0.3377 -1.9495 1.5220
Cl -1.560725 5.716630 -1.727625 -0.1605 -1.2454 0.6124
C -1.834893 4.386795 0.644003 -0.1813 1.8407 -0.7221
C -2.314960 5.765667 1.204700 0.1177 -0.5101 0.1224
Cl -1.809128 3.021888 1.785890 -0.1525 0.9805 -1.0148
C -0.201508 -1.286771 -2.524607 0.9444 0.4201 1.0035
O -0.707719 -1.843517 -3.458735 0.0353 0.2635 0.3141
C 0.912089 -1.960257 -1.649337 0.7781 0.2145 0.7727
C 0.851830 -3.334877 -1.199435 2.4565 1.7874 0.7854
O -0.215015 -4.163400 -1.563182 0.5777 1.4930 0.9399
N 0.262905 -5.153084 -2.433702 -0.4914 -0.9729 -1.3739
O -0.625276 -5.643805 -3.009755 0.6807 0.1458 0.5671
C 1.950816 -3.810790 -0.346466 -0.0548 0.3822 0.0801
C 1.943712 -5.279506 0.230902 0.1004 1.6404 -0.2321
C 2.648617 -6.244681 -0.779920 -1.0400 -0.0612 1.3848
O 2.168327 -7.328744 -0.983838 0.7174 0.4434 -0.3752
C 3.071007 -2.948470 0.028005 -1.2642 1.1129 -1.5752
O 4.118287 -3.387826 0.822554 -0.5714 -0.0487 -0.5967
C 3.141665 -1.544565 -0.426946 -1.2493 -1.7744 -0.7876
S 4.486900 -0.415059 0.048058 -0.4687 -0.2393 -0.0757
C 2.037653 -1.086853 -1.265551 -0.0903 -0.9039 0.6599
C 1.988920 0.403270 -1.769637 -1.2331 -0.6503 0.2611
O 2.953679 0.958890 -2.222792 -0.3650 -0.1226 0.2233
H 4.501417 3.964250 -1.794640 -0.2927 0.6240 -0.6052
H 4.858621 5.631227 -2.401040 -0.6457 -0.6649 0.0871
H 3.569711 4.623747 -3.219918 0.4267 0.2833 0.9321
H 2.816560 6.551388 -1.325758 0.4022 -1.0650 0.0629
H 3.394372 5.280763 -0.155624 -0.4933 0.2484 -0.9585
H 1.130773 4.833421 -2.351075 0.6493 -0.1914 0.6983
H 0.888642 5.384372 -0.657866 0.5692 -0.5603 -0.7994
H 2.558571 2.868083 -0.962439 -1.3878 0.0332 -0.1844
H 1.300115 4.350405 1.270188 -0.1743 -0.9203 -0.1925
H 0.770852 2.554181 1.266658 0.5343 1.0026 -0.3021
H 2.499203 3.006269 1.290360 -0.9057 0.3779 -0.3941
H -2.871300 -1.727709 -0.896427 0.0318 -0.6506 -0.3708
H -4.801725 -0.224165 -1.072876 -0.5342 0.5504 -0.4056
H -4.235171 2.034831 -3.501968 0.3490 0.6738 0.8424
H -2.947410 3.321074 -3.418419 -0.8557 -0.4673 0.4125
H -4.499230 5.044339 -2.937257 -0.4806 -0.9971 0.1252
H -6.994132 4.207387 -2.080595 0.9540 -0.3461 0.3981
H -5.703072 4.664114 -0.917340 -0.2860 -0.8818 -0.3920
H -6.038944 2.886455 -1.228448 0.1560 0.7901 -0.4654
H -6.319645 3.125453 -4.012758 0.3336 0.2731 0.0071
H -3.186275 6.114118 0.584649 0.8119 -0.2821 0.7177
H -2.597218 5.700031 2.283999 0.1211 -0.0761 -0.9951
H -1.497320 6.529993 1.123618 -0.6800 -0.7248 -0.0615
H 2.475813 -5.194747 1.222714 -0.3379 -0.4881 -1.0325
H 0.890682 -5.593856 0.468416 1.1264 0.0486 -0.5042
H 3.610583 -5.885327 -1.250726 -0.5974 -0.2193 0.1524
H 4.493529 -4.220162 0.488472 -0.3597 0.3178 0.1313
H 5.649467 -1.138983 0.064258 -1.0549 -0.3017 -0.1088
C 0.116951 -6.271587 6.520721 -0.0314 0.0945 0.0544
O 0.789289 -5.025138 6.434470 0.0142 -0.2439 -0.1884
C 2.005810 -5.111085 5.700702 -0.1661 0.4830 0.1476
C 1.849111 -4.534034 4.304611 0.2567 -0.4699 -0.1027
O 1.003399 -5.350347 3.498955 -0.1657 0.2440 0.1226
C -0.293905 -4.795550 3.345439 0.0167 -0.1486 -0.0832
H -0.868713 -6.095561 6.951901 0.0811 0.0726 0.0222
H -0.009376 -6.728463 5.535466 0.0415 -0.0281 0.0246
H 0.671025 -6.951687 7.175504 -0.0382 -0.0944 -0.0507
H 2.365183 -6.144031 5.657849 -0.0499 0.0161 -0.0831
H 2.747734 -4.518043 6.244628 0.0428 -0.0163 -0.0435
H 2.831401 -4.517649 3.819646 0.0197 0.0600 0.0396
H 1.478109 -3.505353 4.346689 -0.0373 -0.0504 0.0647
H -0.249737 -3.906446 2.707853 -0.0725 0.0846 0.0353
H -0.736999 -4.537162 4.310500 0.0262 0.0480 -0.0212
H -0.925834 -5.540572 2.860558 0.1021 -0.0146 -0.0054


11
Properties=species:S:1:pos:R:3:forces:R:3 method="wB97M-V/def2-TZVPD" molar_mass_da=83.1 total_energy_ha=-281.444202 e_homo_ev=-9.697 lumo_energy_ev=0.940 de_lowest_ev=3.969 smiles="C=NCC1=NN1"
C 1.800796 -0.543010 -0.191765 -0.0151 -0.0561 0.0985
N 0.813959 -1.324983 -0.075751 0.1689 0.2349 -0.0722
C -0.547942 -0.843173 0.054501 -0.0499 0.1427 -0.0916
C -0.793732 0.633756 0.070178 0.3619 0.0254 -0.0434
N -0.255203 1.750175 0.101577 -0.0722 -0.2414 0.2220
N -1.779968 1.562040 -0.348630 -0.4695 -0.0375 -0.0283
H 2.779129 -1.000720 -0.348833 -0.1134 0.0454 0.0858
H 1.777463 0.553497 -0.145790 -0.2167 -0.2210 -0.0540
H -1.009643 -1.354084 0.915596 0.0475 0.3519 -0.2726
H -1.081528 -1.188479 -0.841798 -0.0666 -0.0720 0.2187
H -2.379634 1.837436 0.442417 0.4251 -0.1722 -0.0628